(1)
The molecule C15H33O6PS. Source: the OMol25 dataset; level of theory: ωB97M-V with the def2-TZVPD basis set.

Each line ends with the natural charge from an NBO analysis.
CARTESIAN COORDINATES (ANGSTROEM)
C (-0.812, 2.970, 0.463)  -0.6055
C (-1.311, 3.570, -0.848)  -0.3962
C (-0.816, 2.841, -2.114)  -0.4042
C (-1.718, 3.049, -3.344)  -0.4016
C (-2.732, 1.949, -3.798)  -0.3938
C (-2.826, 0.596, -3.079)  -0.4008
C (-3.521, 0.598, -1.721)  -0.3946
C (-3.375, -0.719, -0.953)  -0.3931
C (-1.933, -1.203, -0.767)  -0.3987
C (-1.712, -1.916, 0.564)  -0.4251
C (-0.408, -2.706, 0.630)  -0.0651
O (0.437, -2.122, 1.650)  -0.8278
P (1.545, -3.042, 2.304)  2.5825
O (1.121, -4.219, 3.041)  -1.0501
O (2.597, -3.336, 1.165)  -0.8133
C (3.210, -2.267, 0.423)  -0.0585
C (4.648, -2.049, 0.863)  -0.4314
C (5.132, -0.641, 0.491)  -0.6109
O (2.349, -1.903, 3.145)  -1.0182
S (1.754, -1.079, 4.414)  2.3891
C (1.880, 0.560, 3.749)  -0.8935
O (0.382, -1.427, 4.572)  -0.9072
O (2.705, -1.241, 5.460)  -0.9010
H (-1.247, 1.991, 0.659)  0.1998
H (0.278, 2.878, 0.447)  0.1978
H (-1.067, 3.613, 1.308)  0.2102
H (-2.400, 3.648, -0.849)  0.1949
H (-0.946, 4.601, -0.900)  0.1982
H (-0.620, 1.785, -1.917)  0.1942
H (0.160, 3.277, -2.352)  0.2035
H (-2.264, 3.980, -3.159)  0.2006
H (-1.085, 3.258, -4.208)  0.2048
H (-3.733, 2.388, -3.841)  0.1987
H (-2.490, 1.706, -4.837)  0.2040
H (-3.407, -0.059, -3.739)  0.2041
H (-1.839, 0.128, -3.016)  0.1941
H (-3.182, 1.431, -1.108)  0.1939
H (-4.591, 0.765, -1.889)  0.2040
H (-3.864, -0.621, 0.021)  0.2046
H (-3.935, -1.495, -1.487)  0.1989
H (-1.246, -0.358, -0.846)  0.1954
H (-1.661, -1.879, -1.585)  0.1973
H (-2.553, -2.588, 0.753)  0.2102
H (-1.691, -1.188, 1.379)  0.2267
H (-0.581, -3.759, 0.864)  0.2045
H (0.130, -2.657, -0.322)  0.1764
H (2.624, -1.350, 0.534)  0.1777
H (3.156, -2.564, -0.626)  0.1926
H (5.290, -2.798, 0.397)  0.2087
H (4.689, -2.195, 1.942)  0.2240
H (4.581, -0.243, -0.365)  0.2009
H (4.994, 0.052, 1.323)  0.2083
H (6.189, -0.637, 0.227)  0.2192
H (2.761, 1.024, 4.185)  0.2564
H (0.972, 1.092, 4.025)  0.2605
H (1.981, 0.510, 2.669)  0.2543

Values from the calculation:
* Kohn-Sham gap: 11.26 eV
* multiplicity: 1
* lowest unoccupied orbital energy: 0.4 eV
* structure (SMILES): CCCCCCCCCCCO[P@@](=O)(OCCC)OS(C)(=O)=O
* strongest force on any atom: 0.32 eV/A
* molecular weight: 372.5 g/mol

---

(2)
A structure of composition C18H31CuN4O4PS at a distorted geometry. Source: the OMol25 dataset; level of theory: ωB97M-V with the def2-TZVPD basis set.

Each line ends with the Löwdin spin population.
CARTESIAN COORDINATES (ANGSTROEM)
Cu (-0.062, 0.245, -0.098)  0.6540
C (-3.056, -4.699, -0.919)  0.0007
C (-2.576, -3.720, -1.984)  0.0059
N (-1.162, -3.381, -1.848)  0.0060
C (-0.681, -2.407, -1.040)  0.0133
S (-1.764, -1.158, -0.462)  0.1034
N (0.593, -2.522, -0.714)  0.0067
N (0.970, -1.475, 0.084)  0.0914
C (1.964, -1.592, 0.871)  0.0008
C (2.821, -2.819, 0.897)  0.0029
C (2.160, -0.462, 1.820)  0.0005
C (3.393, -0.182, 2.386)  -0.0012
C (3.502, 0.895, 3.250)  -0.0001
C (2.375, 1.644, 3.536)  -0.0015
C (1.180, 1.283, 2.933)  -0.0003
N (1.066, 0.258, 2.098)  -0.0027
H (-4.116, -4.924, -1.050)  0.0000
H (-2.914, -4.273, 0.077)  0.0004
H (-2.500, -5.638, -0.974)  0.0000
H (-3.144, -2.795, -1.928)  0.0041
H (-2.724, -4.135, -2.981)  0.0002
H (-0.499, -4.132, -1.979)  0.0002
H (2.181, -3.700, 0.891)  -0.0002
H (3.466, -2.844, 1.773)  0.0006
H (3.436, -2.871, -0.004)  -0.0004
H (4.257, -0.782, 2.134)  -0.0001
H (4.458, 1.148, 3.690)  0.0000
H (2.415, 2.489, 4.209)  -0.0001
H (0.272, 1.839, 3.138)  0.0000
C (-2.876, 2.597, -0.083)  0.0001
C (-1.555, 3.202, -0.518)  0.0034
C (-1.748, 4.166, -1.674)  0.0024
C (-0.834, 3.857, 0.650)  -0.0004
O (-0.776, 2.050, -0.987)  0.0456
P (0.787, 2.103, -1.533)  0.0033
O (1.284, 3.402, -1.993)  0.0074
O (1.486, 1.383, -0.386)  0.0538
O (0.536, 1.016, -2.681)  -0.0009
C (1.526, 0.628, -3.680)  0.0001
C (2.899, 0.454, -3.042)  0.0000
C (1.551, 1.690, -4.767)  0.0000
C (1.012, -0.699, -4.209)  0.0000
H (-3.517, 3.372, 0.341)  0.0000
H (-2.713, 1.826, 0.674)  0.0002
H (-3.384, 2.141, -0.934)  -0.0001
H (-2.394, 4.984, -1.350)  0.0005
H (-2.224, 3.654, -2.511)  0.0000
H (-0.793, 4.571, -2.008)  0.0000
H (-1.370, 4.755, 0.959)  0.0000
H (0.182, 4.139, 0.367)  -0.0001
H (-0.787, 3.171, 1.499)  -0.0001
H (3.261, 1.392, -2.614)  0.0000
H (3.611, 0.127, -3.802)  0.0000
H (2.858, -0.296, -2.248)  -0.0001
H (1.839, 2.656, -4.349)  0.0000
H (0.561, 1.786, -5.217)  0.0000
H (2.264, 1.408, -5.544)  0.0000
H (0.990, -1.442, -3.408)  0.0000
H (1.660, -1.059, -5.012)  0.0000
H (-0.001, -0.578, -4.599)  0.0000

Values from the calculation:
* Kohn-Sham gap (spin up / spin down): 8.18 / 7.54 eV
* multiplicity: 2
* lowest unoccupied orbital energy (spin up / spin down): 0.1 / -0.6 eV
* ⟨S²⟩: 0.75
* strongest force on any atom: 1.15 eV/A
* molecular weight: 494.1 g/mol
* ΔE to the lowest compared entry with this formula, charge and spin: 49.5 kJ/mol

---

(3)
A structure of composition C25H19Cl5N2O4Pt. Source: the OMol25 dataset; level of theory: ωB97M-V with the def2-TZVPD basis set.

Each line ends with the natural charge from an NBO analysis.
CARTESIAN COORDINATES (ANGSTROEM)
Pt (2.113, -0.496, -0.994)  1.0055
Cl (6.866, 0.077, 4.158)  0.0612
C (5.434, -0.087, 3.226)  -0.1272
C (5.515, -0.305, 1.855)  -0.0541
Cl (7.033, -0.425, 1.069)  0.0670
C (4.346, -0.426, 1.119)  -0.1724
Cl (4.444, -0.717, -0.612)  0.1272
C (3.066, -0.353, 1.687)  0.3875
O (1.952, -0.479, 1.017)  -0.6788
C (3.017, -0.129, 3.080)  -0.1492
Cl (1.466, -0.004, 3.804)  0.0604
C (4.175, 0.002, 3.828)  -0.0503
Cl (4.067, 0.278, 5.519)  0.0707
O (-0.239, 1.589, -2.126)  -0.6573
C (-0.642, 0.557, -1.626)  0.7848
N (-1.944, 0.207, -1.433)  -0.6231
C (-2.088, -1.014, -0.659)  -0.0360
C (-0.613, -1.479, -0.617)  0.6997
O (-0.217, -2.515, -0.143)  -0.5677
N (0.156, -0.499, -1.191)  -0.6981
C (-2.590, -0.686, 0.746)  -0.0384
C (-1.722, -0.477, 1.809)  -0.1529
C (-2.222, -0.081, 3.043)  -0.2160
C (-3.582, 0.109, 3.226)  -0.2088
C (-4.452, -0.101, 2.166)  -0.2070
C (-3.957, -0.499, 0.936)  -0.2099
C (-2.925, -2.076, -1.348)  -0.0476
C (-3.230, -3.246, -0.657)  -0.1869
C (-3.962, -4.247, -1.271)  -0.2047
C (-4.404, -4.090, -2.578)  -0.2108
C (-4.099, -2.930, -3.269)  -0.2263
C (-3.357, -1.927, -2.658)  -0.1605
H (-2.664, 0.904, -1.511)  0.4192
H (-0.653, -0.621, 1.701)  0.2283
H (-1.539, 0.074, 3.867)  0.2124
H (-3.964, 0.413, 4.191)  0.2146
H (-5.517, 0.038, 2.299)  0.2146
H (-4.641, -0.682, 0.115)  0.2194
H (-2.884, -3.371, 0.360)  0.2318
H (-4.190, -5.154, -0.726)  0.2152
H (-4.980, -4.872, -3.054)  0.2135
H (-4.435, -2.800, -4.289)  0.2125
H (-3.111, -1.029, -3.208)  0.2132
C (1.944, 4.155, -1.064)  -0.4357
C (2.759, 4.061, -2.357)  -0.4263
C (2.712, 2.573, -2.655)  -0.0775
O (2.784, 1.945, -1.368)  -0.5834
C (2.195, 2.811, -0.378)  -0.0699
H (0.883, 4.265, -1.283)  0.2209
H (2.260, 4.990, -0.442)  0.2172
H (3.789, 4.384, -2.198)  0.2025
H (2.334, 4.656, -3.163)  0.2206
H (3.561, 2.207, -3.232)  0.1843
H (1.770, 2.292, -3.136)  0.2006
H (2.912, 2.874, 0.445)  0.1781
H (1.272, 2.356, -0.019)  0.1940

Values from the calculation:
* Kohn-Sham gap (spin up / spin down): 6.86 / 6.87 eV
* multiplicity: 1
* lowest unoccupied orbital energy (spin up / spin down): -1.8 / -1.7 eV
* strongest force on any atom: 0.51 eV/A
* molecular weight: 783.8 g/mol
* ΔE to the lowest compared entry with this formula, charge and spin: 88.9 kJ/mol